# 1
14
Properties=species:S:1:pos:R:3:forces:R:3 method="wB97M-V/def2-TZVPD" smiles=OCC1(O)CC1 e_above_lowest_ev=1.936 fmax_ev_per_a=0.38 gap_ev=10.8 multiplicity=1 homo_energy_ev=-9.909
O 1.927433 -1.092681 0.130394 -0.01 -0.22 -0.05
C 1.272447 -0.008215 -0.494907 -0.12 0.32 -0.17
C -0.011660 0.356274 0.224175 0.00 -0.28 -0.17
O 0.163131 1.075185 1.414060 0.09 0.07 0.07
C -1.027351 -0.732210 0.313895 -0.04 -0.23 0.11
C -1.349342 0.524936 -0.451213 -0.08 0.12 -0.11
H 1.295522 -1.823699 0.171579 0.19 0.15 0.08
H 1.077341 -0.220524 -1.558547 -0.05 0.04 0.19
H 1.978888 0.826814 -0.442056 -0.11 -0.06 -0.08
H 0.485500 1.953759 1.178134 -0.06 -0.07 0.08
H -1.476350 -0.907926 1.284295 -0.07 0.08 -0.14
H -0.843009 -1.624935 -0.281501 -0.07 0.10 0.14
H -1.464396 0.457985 -1.530135 0.16 0.03 0.17
H -2.028155 1.215235 0.041824 0.17 -0.04 -0.12

***

# 2
69
Properties=species:S:1:pos:R:3:forces:R:3 method="wB97M-V/def2-TZVPD" e_above_lowest_ev=1.295 fmax_ev_per_a=1.52 gap_ev=7.3 multiplicity=1 total_charge=+1 homo_energy_ev=-10.319
Hf -0.858979 0.285598 -0.087068 -0.40 -0.20 -1.45
C -1.747254 3.209657 -0.209442 -0.16 -0.04 0.23
C -2.237747 3.126874 1.094687 -0.03 0.05 -0.01
C -3.483167 2.552853 1.343527 0.04 0.05 -0.01
C -4.224802 2.039891 0.294678 0.01 -0.02 -0.06
C -3.722973 2.085648 -1.004537 -0.06 0.08 0.04
C -2.491123 2.676360 -1.267292 -0.22 0.02 0.27
H -0.837869 3.757491 -0.412962 0.09 -0.13 0.01
H -1.673502 3.561582 1.910475 0.01 -0.03 -0.01
H -3.858024 2.498481 2.357483 0.02 0.00 -0.03
H -5.185890 1.580307 0.486250 0.02 0.02 -0.02
H -4.306674 1.673051 -1.816850 0.01 -0.02 0.01
H -2.127976 2.787142 -2.279169 0.06 -0.14 -0.01
C 6.979570 -2.699706 1.503130 -0.06 0.00 -0.01
C 5.567321 -2.245906 1.257197 0.09 -0.01 0.01
C 4.994825 -2.391240 -0.006641 0.01 -0.02 -0.05
C 3.703906 -1.967273 -0.262728 0.05 0.09 0.19
C 2.988587 -1.389197 0.782547 0.26 -0.17 0.05
C 3.529449 -1.223370 2.056215 0.01 -0.02 -0.08
C 4.820508 -1.655831 2.278724 0.07 -0.01 0.02
S 1.364615 -0.893656 0.555554 -0.08 0.00 0.18
O 0.379767 -1.566795 1.381501 0.06 0.21 0.07
O 0.954616 -1.063017 -0.869877 0.18 -0.16 0.11
N 1.121139 0.658751 0.867256 0.53 0.22 -0.47
C 1.964795 1.565336 0.020165 -0.20 -0.38 0.20
C 1.445628 1.585856 -1.416503 -0.51 -0.08 0.27
O 2.166882 1.647745 -2.374439 0.01 0.13 -0.24
O 0.114342 1.505188 -1.455356 0.57 0.43 -0.10
H 7.180737 -3.642886 0.995114 -0.01 0.02 0.01
H 7.177530 -2.827220 2.565972 -0.01 0.00 -0.02
H 7.686818 -1.962203 1.117634 -0.02 0.00 0.00
H 5.571746 -2.846208 -0.802506 -0.01 0.00 0.02
H 3.261326 -2.075251 -1.242950 -0.03 0.00 0.03
H 2.949679 -0.767392 2.849919 -0.02 -0.03 -0.04
H 5.257783 -1.541145 3.262622 0.00 -0.01 -0.02
H 3.011492 1.265122 0.025681 0.05 0.00 0.04
H 1.899331 2.572616 0.427639 -0.04 0.01 0.10
C -2.356929 0.257333 5.527167 0.08 0.08 -0.03
C -1.505392 0.989484 4.669191 -0.10 -0.07 0.12
C -1.503349 0.735481 3.327916 0.08 0.00 -0.11
C -2.337563 -0.252633 2.742506 -0.01 0.02 -0.07
C -2.356657 -0.502488 1.319648 -0.42 0.11 0.64
C -3.163953 -1.534404 0.881216 -0.11 0.19 0.00
C -3.971332 -2.301143 1.756356 0.02 -0.03 -0.10
C -3.977487 -2.029557 3.087732 0.01 0.04 0.10
C -3.159284 -0.995815 3.617230 -0.14 -0.14 0.09
C -3.157698 -0.716189 5.008008 -0.02 -0.05 -0.06
H -2.363467 0.464877 6.589532 0.01 0.00 -0.02
H -0.852106 1.748639 5.080769 0.00 -0.01 -0.01
H -0.820343 1.304015 2.704115 0.00 -0.01 -0.06
H -3.231697 -1.785009 -0.172524 0.03 -0.02 -0.02
H -4.586315 -3.097508 1.356407 0.01 0.02 0.00
H -4.602712 -2.601056 3.765119 0.03 0.03 -0.01
H -3.804575 -1.297628 5.654995 0.01 0.01 -0.02
S -2.041781 -0.736669 -2.228371 0.34 -0.03 0.27
C -0.958426 -0.245044 -3.511819 0.01 0.12 -0.07
N 0.241972 -0.766461 -3.646452 0.10 -0.04 0.13
C 1.191277 -0.378935 -4.699561 -0.08 -0.07 0.09
C 0.417867 0.086193 -5.919095 0.01 0.02 -0.02
C -0.583660 1.149546 -5.507690 -0.07 -0.04 0.12
N -1.398132 0.635962 -4.399461 -0.05 0.04 -0.04
H 0.567824 -1.329375 -2.872606 -0.02 0.00 -0.09
H 1.792732 -1.254772 -4.932947 0.01 -0.03 -0.01
H 1.845221 0.402359 -4.311417 -0.03 0.03 0.00
H -0.103154 -0.755249 -6.378784 0.00 0.00 0.00
H 1.106782 0.499161 -6.653456 0.01 -0.01 -0.02
H -1.252979 1.407743 -6.324818 -0.02 -0.02 -0.02
H -0.070536 2.056385 -5.183816 0.01 0.02 0.03
H -2.340555 0.965495 -4.270738 0.02 0.01 -0.01

***

# 3
77
Properties=species:S:1:pos:R:3:forces:R:3 method="wB97M-V/def2-TZVPD" smiles="NC(N)=O.CCO.CCO.CCO.CCO.CCO.CO.CO.CO.CO" e_above_lowest_ev=2.535 fmax_ev_per_a=7.57 gap_ev=8.7 multiplicity=1 homo_energy_ev=-8.621
N -20.585000 -21.293000 11.498000 1.04 0.46 4.16
C -21.750000 -21.590000 11.043000 -6.84 0.72 3.17
N -21.678000 -21.739000 9.752000 -1.06 -2.05 -3.94
O -23.006000 -21.581000 11.701000 6.63 -0.16 -3.07
H -20.615000 -21.210000 12.494000 0.23 0.27 0.96
H -19.674000 -21.561000 11.160000 -0.12 -0.23 -0.79
H -22.573000 -22.092000 9.495000 -0.61 -0.30 -1.13
H -20.891000 -22.285000 9.359000 -0.73 0.81 0.42
C -19.206000 -21.617000 15.803000 -0.32 0.63 0.35
C -19.219000 -20.628000 14.642000 -1.82 -0.22 2.21
O -20.513000 -20.570000 14.092000 0.17 -1.19 -0.43
H -19.953000 -21.503000 16.605000 0.61 1.05 0.03
H -18.223000 -21.856000 16.167000 0.46 0.14 0.44
H -19.606000 -22.494000 15.438000 -0.49 -2.37 -1.31
H -18.478000 -20.907000 13.947000 0.81 -0.23 -1.22
H -19.068000 -19.660000 15.026000 1.04 1.40 0.36
H -20.917000 -19.743000 14.339000 -0.49 0.80 0.16
C -16.261000 -22.381000 12.169000 0.54 1.58 2.25
C -17.017000 -21.529000 11.222000 2.13 0.51 -1.28
O -18.245000 -22.120000 10.972000 -0.52 -0.73 -1.08
H -15.226000 -22.026000 12.262000 -0.22 -0.14 0.24
H -16.257000 -23.353000 11.851000 0.29 -2.63 -1.08
H -16.758000 -22.448000 13.176000 0.48 0.44 -0.76
H -16.404000 -21.381000 10.258000 -0.90 -0.24 1.16
H -17.081000 -20.532000 11.668000 -0.85 -0.04 -0.28
H -18.170000 -23.003000 10.540000 0.19 0.80 0.75
C -17.763000 -18.524000 17.896000 0.02 -0.44 1.67
C -18.611000 -19.017000 19.110000 0.84 1.90 0.06
O -18.992000 -18.011000 20.072000 -0.01 -0.93 -0.47
H -18.378000 -18.038000 17.157000 -0.11 0.41 -0.12
H -17.378000 -19.421000 17.465000 0.28 -0.60 -0.62
H -16.863000 -17.924000 18.141000 -0.65 -0.14 0.11
H -18.292000 -19.924000 19.577000 1.08 -0.34 0.54
H -19.536000 -19.267000 18.774000 -2.68 -1.05 -1.61
H -18.253000 -17.439000 20.091000 1.08 1.21 0.51
C -15.028000 -21.995000 19.756000 1.29 -0.76 -1.65
C -15.664000 -21.068000 18.704000 -0.43 -1.98 0.98
O -14.675000 -20.536000 17.955000 2.72 -0.35 -1.16
H -14.278000 -21.502000 20.331000 0.45 0.77 0.41
H -14.498000 -22.917000 19.393000 -0.35 1.03 -0.64
H -15.680000 -22.454000 20.415000 -1.94 -0.36 1.44
H -16.157000 -20.265000 19.171000 -1.07 0.76 1.12
H -16.409000 -21.634000 18.113000 0.07 0.05 0.03
H -14.901000 -19.773000 17.443000 -0.60 0.73 -0.51
C -24.777000 -17.791000 12.780000 -0.34 0.92 1.79
C -23.482000 -18.500000 12.603000 -0.57 -0.27 -0.64
O -23.379000 -18.610000 11.202000 0.34 -1.52 -1.04
H -25.677000 -18.398000 12.628000 0.25 0.24 -0.27
H -24.761000 -16.825000 12.259000 -0.24 -0.58 -0.49
H -24.750000 -17.460000 13.804000 -0.68 0.05 1.00
H -23.411000 -19.469000 13.146000 -0.09 0.43 -0.50
H -22.697000 -17.852000 12.971000 0.46 0.04 -0.19
H -23.998000 -19.331000 10.935000 0.93 0.64 0.30
C -19.490000 -24.498000 13.112000 0.23 0.13 -0.24
O -18.799000 -24.926000 11.968000 1.36 0.42 -2.22
H -20.446000 -24.979000 12.899000 -0.28 -0.29 1.86
H -19.726000 -23.423000 13.114000 0.50 -0.11 -0.40
H -18.786000 -24.675000 13.944000 -1.40 -0.36 0.44
H -18.076000 -25.543000 12.126000 -0.37 0.25 0.43
C -21.219000 -18.443000 16.704000 0.95 -0.22 0.19
O -21.447000 -18.244000 15.302000 0.02 -1.15 0.90
H -20.888000 -19.479000 16.897000 -0.29 0.50 -0.15
H -22.094000 -18.203000 17.244000 -1.29 -0.21 0.58
H -20.483000 -17.746000 17.147000 0.05 -0.34 -0.60
H -21.070000 -17.405000 15.149000 0.44 1.50 -0.91
C -18.930000 -18.193000 11.560000 -1.40 -0.32 -0.14
O -20.235000 -18.654000 11.123000 1.01 1.65 0.59
H -18.906000 -17.091000 11.759000 -0.12 -0.71 -1.25
H -18.234000 -18.620000 10.821000 0.47 0.86 0.49
H -18.714000 -18.522000 12.572000 0.25 -0.82 0.28
H -20.318000 -19.596000 11.338000 -0.10 0.15 -0.07
C -16.059000 -19.625000 14.903000 -1.05 2.80 -0.91
O -15.421000 -18.770000 15.867000 0.17 -1.79 0.38
H -16.511000 -20.479000 15.362000 -0.09 -0.37 0.44
H -15.394000 -19.896000 14.107000 0.65 -0.47 -0.22
H -16.846000 -18.971000 14.394000 0.56 -1.22 0.61
H -15.477000 -17.884000 15.566000 -0.01 1.14 -0.40

***

# 4
15
Properties=species:S:1:pos:R:3:forces:R:3 method="wB97M-V/def2-TZVPD" e_above_lowest_ev=6.093 fmax_ev_per_a=4.00 gap_ev=9.6 multiplicity=1 homo_energy_ev=-8.958
C -0.278145 -1.599455 -0.053095 -3.26 2.31 0.18
O 0.132610 -0.273445 -0.454592 0.81 0.77 -0.87
C -0.315925 0.846379 0.115797 0.40 -0.43 -0.46
N 0.353990 1.955551 -0.040587 -0.63 -0.29 1.32
O 1.394792 2.216874 -0.682758 0.36 -0.45 -0.47
O -0.027617 3.031005 0.813754 -0.32 -0.60 -0.63
H -0.313844 -1.601286 1.040072 0.92 -0.85 -0.16
H 0.353707 -2.191389 -0.670374 0.40 -1.04 0.38
H -1.389906 -1.717741 -0.324698 1.54 -0.12 -0.06
H -1.287610 0.801177 0.560223 -0.18 0.59 0.68
H 0.716044 3.613879 0.579653 -0.17 0.19 0.10
N 3.150646 -0.016192 -0.828373 1.27 -0.35 -1.49
C 2.999064 -0.949199 -0.129402 0.27 1.60 0.26
O 2.997412 -1.791313 0.649261 -0.34 -2.68 1.43
H 2.708367 0.844001 -0.967056 -1.06 1.34 -0.19